No. 1
This record from OMol25 describes 2 unconnected molecules or ions with the total composition CH3O3PS. The level of theory is ωB97M-V/def2-TZVPD.

XYZ file:
```
9
Properties=species:S:1:pos:R:3:forces:R:3:nbo_charge:R:1
O -0.6969 -0.8712 -0.0243 -0.59 -1.50 0.39 -0.910
C 2.0575 -1.1823 0.1836 -1.60 0.29 -1.29 0.284
H 2.7044 -2.0454 0.3729 0.62 0.07 -0.64 0.117
S -0.9299 0.3963 -0.6431 -0.81 1.69 0.16 1.285
O -2.5907 0.8471 -0.8135 0.48 -0.30 0.05 -0.922
H -1.5750 2.8166 0.1355 -0.45 -0.09 0.02 -0.086
P -2.1808 1.6056 0.6366 0.76 0.17 -0.47 0.630
H 1.4774 -0.8816 1.0310 -0.15 0.41 1.21 0.112
O 1.7340 -0.6852 -0.8785 1.75 -0.74 0.57 -0.511
```
Forces are in eV/Å.

Calculated values
lowest unoccupied orbital energy	-0.27	eV
SMILES	O=S1#[PH]O1.C=O
orbital gap	9.2392	eV
largest force on an atom	2.1	eV Å⁻¹
total energy	-1005.0687	hartree
HOMO level	-9.50	eV
ΔE to the lowest compared entry with this formula, charge and spin	81.26	kcal per mole

---

No. 2
This record from OMol25 describes CH3O3PS in the gas phase. The level of theory is ωB97M-V/def2-TZVPD.

XYZ file:
```
9
Properties=species:S:1:pos:R:3:forces:R:3:nbo_charge:R:1
S -1.2183 1.8535 0.3979 0.39 -1.96 1.35 1.182
C 1.2442 -0.7606 0.1799 -3.07 -1.42 -1.43 -0.253
O 0.0161 -1.5872 0.3428 -0.10 0.54 0.42 -0.832
H 0.9462 -0.3220 -0.7746 2.03 -0.03 -0.69 0.180
H 2.0899 -1.3759 0.4069 0.49 -0.20 -0.71 0.213
O -1.6106 0.3469 -0.3431 -0.40 4.99 0.74 -1.038
O -1.3200 2.9393 -0.5274 -0.41 1.07 -1.36 -0.820
H 1.1611 0.0255 0.8272 0.12 1.97 2.15 0.173
P -1.3087 -1.1195 -0.5095 0.95 -4.94 -0.46 1.195
```
Forces are in eV/Å.

Calculated values
lowest unoccupied orbital energy (alpha / beta)	-1.45 / -0.23	eV
orbital gap (alpha / beta)	5.5450 / 8.6867	eV
largest force on an atom	5.1	eV Å⁻¹
total energy	-1005.0718	hartree
HOMO level (alpha / beta)	-6.99 / -8.92	eV
ΔE to the lowest compared entry with this formula, charge and spin	79.29	kcal per mole

---

No. 3
This record from OMol25 describes CH3O3PS2 in the gas phase. The level of theory is ωB97M-V/def2-TZVPD.

XYZ file:
```
10
Properties=species:S:1:pos:R:3:forces:R:3:nbo_charge:R:1
H -0.8744 -0.9702 -1.0096 1.41 -1.56 1.36 0.248
O -0.9316 0.7510 0.8205 0.37 -0.69 -0.26 -1.018
C -0.1797 -1.5905 -0.2928 -3.84 2.16 1.23 -0.741
P -1.0961 1.9693 -0.3747 0.69 -1.26 0.12 1.573
H -0.7382 -2.3734 0.2816 0.02 0.74 -0.75 0.234
O 1.7378 1.0134 -0.7601 0.22 -0.23 0.78 -0.984
S 0.2130 -0.3955 1.1228 0.59 -0.15 -0.74 0.841
H 0.5768 -2.0899 -0.7834 2.19 -0.32 -0.89 0.243
O -0.7593 3.1786 0.3307 0.01 1.26 0.27 -0.979
S 2.0517 0.5072 0.6649 -1.66 0.03 -1.12 0.584
```
Forces are in eV/Å.

Calculated values
lowest unoccupied orbital energy (alpha / beta)	-0.59 / -0.59	eV
orbital gap (alpha / beta)	7.5721 / 7.5726	eV
largest force on an atom	4.6	eV Å⁻¹
total energy	-1403.2898	hartree
HOMO level (alpha / beta)	-8.16 / -8.16	eV
ΔE to the lowest compared entry with this formula, charge and spin	9.80	kcal per mole

---

No. 4
This record from OMol25 describes CH3O3PS2 in the gas phase. The level of theory is ωB97M-V/def2-TZVPD.

XYZ file:
```
10
Properties=species:S:1:pos:R:3:forces:R:3:nbo_charge:R:1
O 1.1077 -0.8449 -0.3172 -0.05 -1.43 -1.22 -1.020
S 1.1900 0.3186 0.7300 -1.41 0.96 0.48 0.966
O -1.4917 -0.6484 1.2324 2.10 0.39 0.73 -0.973
H 0.0811 2.5214 0.0878 -0.24 -1.62 0.39 0.259
H 0.2729 1.2935 -1.2125 -0.17 0.21 1.01 0.227
P -0.2281 -1.6139 -1.2461 -0.18 2.95 1.23 1.601
H -0.8796 0.8648 0.0504 -1.49 0.19 0.29 0.276
C 0.0138 1.4094 -0.1215 2.09 1.40 -1.96 -0.816
O 0.1551 -2.9764 -1.3460 0.65 -2.42 -0.18 -0.989
S -0.2211 -0.3242 2.1429 -1.30 -0.64 -0.76 0.470
```
Forces are in eV/Å.

Calculated values
lowest unoccupied orbital energy	-0.56	eV
orbital gap	7.7166	eV
largest force on an atom	3.2	eV Å⁻¹
total energy	-1403.2950	hartree
HOMO level	-8.27	eV
ΔE to the lowest compared entry with this formula, charge and spin	6.55	kcal per mole

---

No. 5
This record from OMol25 describes a molecular structure, CH3O3S2. The level of theory is ωB97M-V/def2-TZVPD.

XYZ file:
```
9
Properties=species:S:1:pos:R:3:forces:R:3:nbo_charge:R:1
H -0.1475 -1.2774 -1.4235 0.05 0.12 -0.25 0.179
C 0.2705 -0.9949 -0.4679 -1.17 2.50 0.83 -0.564
H -2.7467 1.2961 1.0000 0.04 -0.21 0.06 0.455
O 2.4464 -0.8809 0.8919 -0.04 -0.01 0.07 -1.043
O -2.4786 1.1656 0.0863 0.04 0.02 0.00 -0.913
H -0.0305 -1.6084 0.3696 0.13 -0.17 0.15 0.191
S -0.7659 1.3511 0.0667 0.42 -2.10 -0.69 0.241
O 1.5242 1.1966 -0.1736 0.81 -0.34 -0.10 -1.015
S 1.9282 -0.2479 -0.3496 -0.28 0.19 -0.07 1.469
```
Forces are in eV/Å.

Calculated values
lowest unoccupied orbital energy (alpha / beta)	3.35 / 3.25	eV
orbital gap (alpha / beta)	6.9966 / 6.8720	eV
largest force on an atom	2.9	eV Å⁻¹
total energy	-1061.9293	hartree
HOMO level (alpha / beta)	-3.65 / -3.62	eV
charge	-1
ΔE to the lowest compared entry with this formula, charge and spin	88.34	kcal per mole

---

No. 6
This record from OMol25 describes a gas-phase ion, CH3O3Si (charge -1). The level of theory is ωB97M-V/def2-TZVPD.

XYZ file:
```
8
Properties=species:S:1:pos:R:3:forces:R:3:nbo_charge:R:1
Si 0.1669 -0.7487 -0.0101 -0.66 -2.47 -0.49 1.289
H -0.2297 0.5123 1.6163 -0.24 -0.27 -0.26 0.520
C 0.0563 0.9469 -0.6389 0.05 2.38 -2.59 0.357
O 0.4241 1.3035 -1.7945 0.01 -0.52 0.83 -0.755
H 1.3532 -1.7076 -0.3091 -0.64 0.73 0.34 -0.240
O -0.6152 1.6442 0.1697 0.12 0.30 0.50 -0.780
H -1.0879 -1.4919 -0.6158 1.01 0.33 0.48 -0.253
O -0.0676 -0.4587 1.5824 0.36 -0.47 1.18 -1.138
```
Forces are in eV/Å.

Calculated values
lowest unoccupied orbital energy	4.10	eV
SMILES	O=C([O-])[SiH2]O
orbital gap	8.1436	eV
largest force on an atom	3.5	eV Å⁻¹
total energy	-555.2110	hartree
HOMO level	-4.04	eV
charge	-1
ΔE to the lowest compared entry with this formula, charge and spin	8.17	kcal per mole

---

No. 7
This record from OMol25 describes 2 unconnected molecules or ions with the total composition CH3O4. The level of theory is ωB97M-V/def2-TZVPD.

XYZ file:
```
8
Properties=species:S:1:pos:R:3:forces:R:3:nbo_charge:R:1
O -3.2560 0.4297 0.0659 -0.07 1.84 -0.06 -0.020
H 0.9762 1.0571 0.3561 -0.72 1.17 0.27 0.203
C 1.5973 0.2354 0.1268 3.91 2.27 1.28 0.431
H 2.7661 0.2698 0.2403 -2.25 0.16 -0.41 0.234
O 1.1494 -0.8160 -0.1950 0.30 -4.68 -1.09 -0.473
O -1.1561 0.1607 -0.2761 1.87 2.20 -0.38 -0.291
H 0.2041 -1.0802 -0.2371 -0.73 1.16 -0.07 0.569
O -2.2810 -0.2563 -0.0809 -2.32 -4.13 0.46 0.348
```
Forces are in eV/Å.

Calculated values
lowest unoccupied orbital energy (alpha / beta)	-6.84 / -6.83	eV
orbital gap (alpha / beta)	9.7627 / 9.7656	eV
largest force on an atom	4.8	eV Å⁻¹
total energy	-340.2389	hartree
HOMO level (alpha / beta)	-16.60 / -16.60	eV
charge	+1
ΔE to the lowest compared entry with this formula, charge and spin	148.75	kcal per mole

---

No. 8
This record from OMol25 describes CH3O4P in the gas phase. The level of theory is ωB97M-V/def2-TZVPD.

XYZ file:
```
9
Properties=species:S:1:pos:R:3:forces:R:3:nbo_charge:R:1
O -0.7453 -0.3426 0.1214 1.93 -0.29 0.84 -0.795
H 2.0489 -1.9570 0.0583 -0.54 0.83 -0.11 0.537
O -3.0501 -0.1236 0.2123 2.21 -0.19 0.74 -0.604
H -1.9364 0.5426 -1.1768 0.43 1.45 -2.00 0.060
O 1.7111 -1.0892 0.3585 0.83 -1.03 0.85 -1.016
O 1.3546 1.3186 0.1712 0.45 1.47 0.10 -1.024
P 1.1031 0.0026 -0.5945 -3.06 -0.92 -0.41 1.652
H 1.4388 1.5755 1.0942 -0.19 -0.56 0.21 0.542
C -1.9248 0.0730 -0.2446 -2.07 -0.77 -0.23 0.649
```
Forces are in eV/Å.

Calculated values
lowest unoccupied orbital energy	0.24	eV
SMILES	O=COP(O)O
orbital gap	9.6894	eV
largest force on an atom	3.2	eV Å⁻¹
total energy	-682.2467	hartree
HOMO level	-9.45	eV
ΔE to the lowest compared entry with this formula, charge and spin	29.84	kcal per mole

---

No. 9
This record from OMol25 describes 2 unconnected molecules or ions with the total composition CH3O4S. The level of theory is ωB97M-V/def2-TZVPD.

XYZ file:
```
9
Properties=species:S:1:pos:R:3:forces:R:3:nbo_charge:R:1
O -0.5826 1.2609 1.9864 0.52 -0.58 -0.74 -0.951
H 1.6495 0.6014 -0.0527 0.70 -2.29 -1.14 0.495
O 1.4210 1.4496 0.2629 -2.24 2.14 1.85 -0.898
O 0.6362 -0.4457 -1.1938 1.27 0.08 -1.36 -0.808
O -1.5268 -0.7859 -0.8364 -0.18 -0.75 0.45 -0.765
C -0.2737 -0.3642 -0.3745 1.12 -2.34 2.21 0.405
H -1.2727 -1.6578 -1.2347 -0.47 1.21 0.35 0.476
S -0.2595 1.3140 0.5414 0.44 1.06 -0.29 1.313
H 0.2085 -1.3723 0.9013 -1.16 1.48 -1.32 -0.267
```
Forces are in eV/Å.

Calculated values
lowest unoccupied orbital energy	3.91	eV
orbital gap	7.2560	eV
largest force on an atom	3.6	eV Å⁻¹
total energy	-739.0044	hartree
HOMO level	-3.35	eV
charge	-1
ΔE to the lowest compared entry with this formula, charge and spin	75.89	kcal per mole

---

No. 10
This record from OMol25 describes a gas-phase ion, CH3O4S (charge -1). The level of theory is ωB97M-V/def2-TZVPD.

XYZ file:
```
9
Properties=species:S:1:pos:R:3:forces:R:3:nbo_charge:R:1
O 1.8398 1.0271 0.4250 0.33 -0.14 0.42 -0.581
O 0.7545 0.9193 -0.5197 0.84 0.16 -1.22 -0.330
H -1.3797 1.1350 -0.3842 2.30 0.10 1.05 0.154
H -0.2022 1.5292 1.1727 -0.71 0.43 -1.30 0.173
S 3.5626 0.1361 -0.0544 -0.59 0.43 -0.05 1.672
C -0.3856 0.9210 0.2313 -1.68 1.19 1.15 -0.250
O 3.8385 -0.8334 0.9971 -0.23 0.07 0.39 -0.989
O 3.1340 -0.4774 -1.2912 0.06 -0.28 -0.73 -0.991
H -0.5518 0.0002 0.7161 -0.31 -1.95 0.28 0.143
```
Forces are in eV/Å.

Calculated values
lowest unoccupied orbital energy	4.17	eV
orbital gap	8.4928	eV
largest force on an atom	2.5	eV Å⁻¹
total energy	-738.9778	hartree
HOMO level	-4.32	eV
charge	-1
ΔE to the lowest compared entry with this formula, charge and spin	92.58	kcal per mole